(1)
ORCA calculation (the ωB97M-V functional and the def2-TZVPD basis) on C29H37GeN5ReS2 as an isolated structure at a distorted geometry.

* LUMO energy (spin up / spin down): -0.58 / -1.58 eV
* Kohn-Sham gap (spin up / spin down): 5.88 / 4.86 eV
* HOMO energy (spin up / spin down): -6.47 / -6.44 eV
* relative energy (zero: lowest compared OMol25 entry of this formula, charge and spin): 8.0 kcal/mol
* 2S+1: 4
* expectation value of S²: 3.780
* net charge: 0

```
75
Properties=species:S:1:pos:R:3:forces:R:3:mulliken_spin:R:1
Re 0.3196 0.3393 0.6862 1.0 -0.7 0.4 2.410
C -0.2287 -1.0796 3.4937 -0.1 -0.3 0.0 0.042
N 0.2792 0.2124 2.9837 0.1 0.0 -0.5 0.032
C 1.6084 0.4017 3.6040 0.3 0.0 0.0 0.025
C -0.6234 1.3028 3.4127 -0.2 0.3 -0.1 -0.018
C -1.8877 1.3605 2.5710 0.0 -0.1 0.2 0.014
N -1.5966 1.7229 1.1719 0.4 -0.5 -0.2 0.037
C -1.4328 3.1799 1.0547 0.0 0.2 -0.1 0.009
C -2.7098 1.3239 0.2958 -0.1 -0.1 -0.1 0.043
H -0.3131 -1.0378 4.5845 0.0 0.1 0.0 0.000
H 0.4696 -1.8703 3.2261 0.0 0.0 -0.1 -0.005
H -1.1971 -1.3160 3.0659 0.0 0.0 0.0 -0.011
H 1.5173 0.4250 4.6941 -0.1 0.0 0.0 -0.001
H 2.0754 1.3205 3.2633 -0.1 0.0 0.0 -0.013
H 2.2559 -0.4248 3.3201 -0.1 0.0 0.0 0.001
H -0.0836 2.2469 3.3266 0.1 0.0 0.0 -0.009
H -0.9015 1.1699 4.4635 0.1 0.0 0.0 -0.001
H -2.5766 2.0879 3.0167 -0.1 0.0 0.0 0.001
H -2.3787 0.3877 2.5728 0.0 0.0 0.0 -0.012
H -2.3767 3.6797 1.3018 0.0 -0.1 0.0 0.000
H -1.1512 3.4391 0.0361 0.0 0.0 0.0 -0.005
H -0.6531 3.5457 1.7158 0.0 0.0 0.0 0.002
H -3.6536 1.7698 0.6304 0.0 0.0 0.0 0.000
H -2.8068 0.2421 0.2826 0.0 0.1 0.0 -0.015
H -2.5024 1.6637 -0.7183 0.0 0.0 0.0 0.000
C -0.2865 -0.2028 -3.6786 0.1 0.1 -0.1 -0.013
C 0.4013 0.8672 -4.2361 0.0 0.0 0.2 0.013
C 0.9257 1.8199 -3.3864 0.0 0.0 -0.1 -0.003
C 0.8137 1.6760 -2.0075 0.0 0.0 0.0 0.082
N 0.1919 0.5945 -1.4709 0.0 0.2 0.2 -0.021
C -0.3710 -0.2909 -2.3083 -0.2 -0.3 -0.1 0.029
C 1.3674 2.6267 -1.0408 0.0 0.0 0.3 -0.068
C 1.8935 3.8618 -1.4246 0.0 -0.1 -0.1 -0.004
C 2.4138 4.7208 -0.4767 0.0 0.1 0.0 0.014
C 2.3999 4.3460 0.8595 0.0 -0.1 0.0 -0.001
C 1.8505 3.1285 1.2330 0.1 0.0 0.0 -0.012
C 1.3116 2.2293 0.3084 -0.1 0.1 -0.1 0.069
H -0.7343 -0.9682 -4.2960 0.0 0.0 0.1 0.001
H 0.5378 0.9491 -5.3050 0.0 0.0 0.0 -0.001
H 1.4526 2.6705 -3.7900 0.1 0.0 0.0 0.001
H -0.9151 -1.1077 -1.8614 0.1 0.1 0.1 0.001
H 1.8855 4.1623 -2.4642 0.1 0.0 0.0 0.000
H 2.8338 5.6722 -0.7754 0.0 0.0 0.0 0.001
H 2.8184 5.0009 1.6141 0.0 0.0 0.0 0.000
H 1.8517 2.8993 2.2925 0.0 0.0 0.0 0.004
S 2.4777 -0.7512 0.7704 -0.9 0.9 0.0 0.144
C 2.7011 -1.4942 -0.8122 -0.2 -0.3 -0.3 0.084
C 3.1925 -0.7500 -1.8670 -0.1 0.0 0.0 -0.017
C 3.2946 -1.3088 -3.1398 -0.1 0.0 0.1 0.013
C 3.7784 -0.5129 -4.2133 0.1 0.3 -0.3 -0.005
N 4.1648 0.1754 -5.0535 -0.1 0.0 0.1 0.001
C 2.8708 -2.6404 -3.3335 0.0 0.1 0.4 0.000
C 2.4543 -3.4103 -2.2631 0.1 0.2 -0.4 -0.005
C 2.4003 -2.8790 -0.9572 -0.2 -0.1 0.7 0.013
S 1.9813 -3.8364 0.3944 0.1 -0.2 -0.2 0.059
C 2.8414 -3.1906 -4.6530 0.0 -0.2 -0.3 0.000
N 2.7773 -3.6365 -5.7111 0.0 0.0 0.1 -0.001
H 3.4937 0.2782 -1.7099 0.0 0.0 0.0 -0.018
H 2.1534 -4.4353 -2.4259 0.0 0.0 0.0 -0.003
C -2.3045 -4.3381 0.7875 0.0 0.2 -0.1 0.002
Ge -2.4535 -2.3783 0.5862 -0.1 -0.5 0.0 0.012
C -3.5151 -2.0560 -1.0634 0.2 0.0 0.2 0.001
C -3.6674 -1.8708 2.0933 0.2 0.1 -0.2 0.002
C -0.6057 -1.6794 0.4877 -0.6 0.7 0.1 0.033
H -3.2920 -4.7995 0.8437 0.0 0.0 0.0 0.000
H -1.7552 -4.5873 1.6962 0.0 0.0 0.0 0.000
H -1.7667 -4.7728 -0.0553 0.1 0.0 0.0 -0.001
H -4.3037 -2.8074 -1.1176 0.0 0.0 0.0 0.000
H -2.8973 -2.1619 -1.9566 0.0 0.0 0.0 0.000
H -3.9896 -1.0741 -1.0949 0.0 0.0 0.0 0.000
H -4.5295 -2.5357 2.0201 0.0 0.0 0.0 0.001
H -4.0460 -0.8482 2.0541 0.0 0.0 0.0 0.000
H -3.2163 -2.0424 3.0719 0.0 0.0 0.0 -0.001
H -0.2658 -2.1304 -0.4505 0.1 -0.1 0.1 0.041
H -0.0674 -2.2742 1.2310 0.0 0.0 -0.1 0.032
```
Positions in Å, forces in eV/Å.

=====

(2)
ORCA calculation (the ωB97M-V functional and the def2-TZVPD basis) on C4H7N2P as an isolated structure at a distorted geometry.

* LUMO energy: -0.14 eV
* Kohn-Sham gap: 7.35 eV
* HOMO energy: -7.49 eV
* relative energy (zero: lowest compared OMol25 entry of this formula, charge and spin): 35.0 kcal/mol
* 2S+1: 1
* net charge: 0

```
14
Properties=species:S:1:pos:R:3:forces:R:3:mulliken_charge:R:1
C -2.1470 0.8208 -0.2058 1.2 0.7 -0.8 -0.477
C -2.2227 -0.5769 -0.0391 1.3 2.1 -0.2 -0.761
C -0.8385 1.1310 -0.4664 1.9 0.3 0.7 -0.263
C -0.9355 -1.0467 -0.1108 -1.8 -2.2 0.6 -0.190
N -0.1123 -0.0149 -0.2362 4.6 0.5 -2.0 -0.170
N 2.7575 0.2713 0.7755 0.6 1.4 -1.6 -0.458
P 2.1244 -0.2283 -0.7081 -3.5 0.5 1.5 0.278
H -2.7802 1.6543 -0.2034 -1.7 0.4 0.1 0.408
H -3.0908 -1.0698 0.1432 -2.2 -1.7 0.5 0.471
H -0.2638 2.0685 -0.7041 -1.1 -1.0 0.5 0.292
H -0.7842 -2.1396 -0.0683 0.9 0.9 0.1 0.289
H 3.3599 1.1198 0.7587 -0.8 -1.1 0.0 0.275
H 3.1225 -0.4493 1.3415 0.2 -0.6 1.0 0.259
H 1.8108 -1.5403 -0.2767 0.4 -0.1 -0.2 0.047
```
Positions in Å, forces in eV/Å.

=====

(3)
ORCA calculation (the ωB97M-V functional and the def2-TZVPD basis) on one molecule with the formula C11H11FN2 at a distorted geometry.

* LUMO energy: 0.42 eV
* Kohn-Sham gap: 9.97 eV
* HOMO energy: -9.54 eV
* relative energy (zero: lowest compared OMol25 entry of this formula, charge and spin): 0.0 kcal/mol
* 2S+1: 1
* net charge: 0
* SMILES: N#Cc1ccc2c(c1)CN[C@@H](CF)C2

```
25
Properties=species:S:1:pos:R:3:forces:R:3:mulliken_charge:R:1
C 3.8064 0.1460 0.0891 -0.1 0.0 0.5 -0.578
C 2.3266 0.3044 -0.2348 0.2 0.2 -0.5 0.030
C 1.5062 -0.8860 0.2175 -0.2 -0.6 0.4 -0.935
C 0.0133 -0.6322 0.1227 0.5 0.6 0.0 0.763
C -0.8885 -1.6773 0.1783 -0.9 -0.7 -0.2 -0.703
C -2.2659 -1.4675 0.0922 0.8 0.6 0.1 -0.839
C -2.7359 -0.1596 -0.0233 0.0 -0.1 0.0 0.430
C -1.8360 0.9000 -0.0715 0.3 0.5 0.0 -0.773
C -0.4565 0.6820 0.0053 -0.6 -0.1 -0.1 1.122
C 0.4971 1.8588 -0.0752 0.1 -0.2 0.1 -1.471
C -4.1548 0.0848 -0.0970 -1.1 0.3 -0.2 -0.004
H 4.4035 0.9561 -0.3578 -0.2 -0.3 0.2 0.337
H 3.9477 0.1369 1.2088 0.0 -0.1 -1.0 0.255
H 2.2242 0.4030 -1.3327 0.1 0.0 0.3 0.312
H 1.7766 -1.7863 -0.3481 -0.1 0.2 0.0 0.445
H 1.7390 -1.1239 1.2740 0.0 0.1 -0.3 0.307
H -0.5417 -2.7103 0.2486 0.1 0.3 0.0 0.410
H -2.9636 -2.2761 0.1311 -0.2 -0.4 0.0 0.500
H -2.2082 1.9272 -0.1807 0.1 -0.5 0.1 0.432
H 0.5353 2.2288 -1.0999 0.0 -0.1 -0.2 0.323
H 0.1137 2.6880 0.5152 0.0 0.0 0.1 0.482
H 1.8715 1.4350 1.3923 -0.1 0.2 -1.1 0.348
N 1.8621 1.5565 0.3529 -0.1 -0.2 1.2 -0.386
N -5.2944 0.2833 -0.1735 1.2 -0.2 0.1 -0.500
F 4.2507 -1.0753 -0.4362 0.0 0.4 0.3 -0.304
```
Positions in Å, forces in eV/Å.

=====

(4)
ORCA calculation (the ωB97M-V functional and the def2-TZVPD basis) on C18H33GeIrN2O4 as an isolated structure at a distorted geometry.

* LUMO energy (spin up / spin down): -12.68 / -14.22 eV
* Kohn-Sham gap (spin up / spin down): 5.46 / 3.50 eV
* HOMO energy (spin up / spin down): -18.14 / -17.73 eV
* 2S+1: 2
* expectation value of S²: 0.759
* net charge: +3

```
59
Properties=species:S:1:pos:R:3:forces:R:3:mulliken_spin:R:1
Ir 0.1546 0.3052 -0.2179 0.2 -1.6 -0.4 0.700
C -0.4522 -0.0271 -4.3581 -0.1 -0.1 0.3 0.019
C 0.3655 0.6681 -3.2797 0.6 0.2 -0.9 -0.007
C 0.6686 2.1120 -3.6905 -0.2 -0.3 0.4 0.004
C 1.6448 -0.0920 -2.9502 -0.3 -0.2 0.2 0.005
O -0.4465 0.7017 -2.0472 -0.3 0.7 0.3 0.061
Ge -2.3778 0.7257 -1.3863 0.0 0.3 -0.6 0.080
O -1.5175 -0.6939 -0.2897 0.8 -0.2 0.8 0.038
C -1.7738 -2.1813 -0.3777 0.0 -0.9 -0.2 -0.001
C -3.2421 -2.3078 0.0007 0.0 0.4 0.0 0.000
C -0.8712 -2.8833 0.6163 0.0 0.4 0.0 -0.002
C -1.5071 -2.6415 -1.7993 0.1 0.4 0.0 0.011
O -1.2499 1.5940 -0.0037 -0.5 0.2 0.8 -0.015
C -0.9555 3.0461 0.2676 0.3 0.6 0.1 -0.014
C 0.5351 3.2228 0.0139 -0.1 -0.3 -0.3 0.001
C -1.3355 3.2944 1.7143 0.0 -0.2 0.0 0.005
C -1.7999 3.8558 -0.6990 -0.1 -0.3 -0.1 0.007
H 0.1365 -0.0796 -5.2728 0.0 0.0 0.0 0.001
H -0.7136 -1.0428 -4.0611 0.0 0.0 -0.1 -0.001
H -1.3650 0.5309 -4.5786 0.0 0.0 0.0 0.000
H 1.1606 2.1011 -4.6615 0.0 0.0 0.0 -0.001
H -0.2533 2.6880 -3.7762 0.0 0.0 -0.1 0.001
H 1.3354 2.5899 -2.9710 0.0 0.0 -0.1 0.003
H 2.4294 0.1384 -3.6688 0.0 0.0 0.0 -0.001
H 2.0390 0.2113 -1.9576 0.1 0.1 -0.1 0.000
H 1.4882 -1.1731 -2.9512 0.0 0.0 0.0 0.000
H -3.4369 -1.9014 0.9933 0.0 -0.1 0.0 0.001
H -3.8928 -1.8058 -0.7218 0.0 -0.1 0.0 0.002
H -3.5054 -3.3650 -0.0018 0.0 0.0 0.0 -0.001
H -1.0842 -2.5749 1.6404 0.0 0.0 0.0 0.000
H -1.0373 -3.9566 0.5423 0.0 0.0 0.0 0.001
H 0.1824 -2.7031 0.3867 0.0 -0.1 0.0 0.001
H -2.1056 -2.0794 -2.5212 -0.1 -0.1 0.0 -0.001
H -0.4505 -2.5402 -2.0616 0.0 0.0 0.0 0.000
H -1.7769 -3.6915 -1.8989 0.0 0.0 0.0 0.000
H 1.1291 2.4693 0.5704 0.1 0.1 0.1 0.003
H 0.7735 3.1656 -1.0488 0.0 0.1 0.0 -0.001
H 0.8689 4.1925 0.3813 0.1 0.0 0.1 -0.001
H -0.7445 2.6773 2.3939 0.0 0.1 0.0 0.000
H -1.1407 4.3389 1.9553 0.0 0.0 0.0 0.001
H -2.3932 3.0957 1.8868 0.0 0.0 0.0 0.000
H -1.5645 3.6167 -1.7400 0.1 0.0 0.0 0.000
H -2.8678 3.7040 -0.5213 0.0 0.0 0.0 -0.002
H -1.5928 4.9153 -0.5494 0.0 0.0 0.0 -0.001
N 3.2005 -2.1647 5.8437 0.1 0.6 0.3 -0.002
C 2.7571 -2.5999 4.6767 0.0 -1.0 -0.2 -0.003
O 2.6355 -3.7625 4.3380 0.0 0.1 -0.1 0.059
C 2.2643 -1.6738 3.6024 0.0 0.3 0.4 0.027
C 1.1452 -0.8589 3.7970 0.0 0.1 -0.3 -0.009
C 0.6182 -0.1912 2.7159 0.0 0.0 0.3 -0.009
N 1.1623 -0.3066 1.4830 -1.0 0.8 -0.4 0.041
C 2.2706 -1.0601 1.3031 0.3 -0.3 -0.1 -0.013
C 2.8345 -1.7718 2.3343 -0.1 0.2 -0.4 0.010
H 3.5107 -2.8279 6.5397 0.0 -0.1 0.0 0.001
H 3.3332 -1.1854 6.0360 0.0 0.0 0.0 0.000
H 0.6697 -0.7623 4.7638 0.0 0.0 0.0 0.001
H -0.2554 0.4405 2.8141 0.0 0.0 -0.1 0.007
H 2.7055 -1.0906 0.3073 0.0 0.0 0.0 -0.002
H 3.6905 -2.4050 2.1446 0.0 0.0 0.1 0.000
```
Positions in Å, forces in eV/Å.